Model one:
{
  "formula": "C43H48BrN4O2Ru",
  "method": "ωB97M-V with the def2-TZVPD basis set",
  "symbols": ["Ru", "C", "C", "C", "C", "C", "C", "C", "N", "C", "C", "C", "C", "C", "C", "C", "C", "C", "C", "N", "C", "C", "C", "N", "C", "C", "C", "C", "C", "C", "C", "C", "C", "C", "C", "C", "C", "C", "N", "C", "C", "H", "H", "H", "H", "H", "H", "H", "H", "H", "H", "H", "H", "H", "H", "H", "H", "H", "H", "H", "H", "H", "H", "H", "H", "H", "H", "H", "H", "H", "H", "H", "H", "H", "H", "H", "H", "H", "H", "H", "H", "H", "H", "H", "H", "Br", "C", "C", "C", "C", "C", "C", "C", "O", "O", "H", "H", "H", "H"],
  "positions_angstrom": [[-0.0649, -0.1644, 0.4349], [-4.2387, -4.7515, 1.2278], [-4.3643, -3.4818, 2.0729], [-3.6687, -2.3280, 1.4297], [-4.1951, -1.3859, 0.5999], [-5.6037, -1.2459, 0.1210], [-6.3558, -0.1484, 0.8807], [-3.1102, -0.4897, 0.2471], [-1.9577, -0.8880, 0.8686], [-2.2584, -2.0149, 1.5767], [-1.3634, -2.7137, 2.3551], [-0.0194, -2.3654, 2.5624], [0.8333, -2.9580, 3.5349], [0.4990, -4.0791, 4.4599], [0.9126, -5.4375, 3.8873], [2.0364, -2.2625, 3.4761], [1.8842, -1.2695, 2.4745], [2.8815, -0.3354, 2.1323], [2.7665, 0.7093, 1.2504], [1.6409, 1.0206, 0.5360], [1.9864, 2.0107, -0.3367], [1.1536, 2.5487, -1.2902], [-0.2026, 2.2343, -1.4532], [-0.8786, 1.2996, -0.7135], [-2.1918, 1.3896, -1.0855], [-3.2303, 0.5656, -0.6219], [-2.3545, 2.3897, -2.0823], [-1.0904, 2.8944, -2.3465], [-0.7237, 3.9562, -3.3278], [-0.6918, 5.3310, -2.6570], [-3.6427, 2.7829, -2.7235], [-4.0285, 1.8232, -3.8543], [3.3580, 2.4218, -0.1002], [3.8383, 1.6188, 0.8874], [5.1524, 1.7233, 1.5854], [5.0560, 2.7516, 2.7173], [4.0446, 3.5675, -0.7749], [5.1246, 3.1477, -1.7740], [0.6364, -1.3496, 1.9128], [3.2197, -2.4110, 4.3713], [3.1824, -1.3427, 5.4701], [-4.7512, -5.5826, 1.7074], [-3.1928, -5.0143, 1.0934], [-4.6811, -4.5931, 0.2470], [-3.9411, -3.6579, 3.0640], [-5.4214, -3.2386, 2.2007], [-6.1332, -2.1935, 0.2411], [-5.6035, -1.0075, -0.9451], [-6.4085, -0.3893, 1.9404], [-7.3716, -0.0548, 0.5005], [-5.8492, 0.8085, 0.7726], [-1.7301, -3.5770, 2.8903], [-0.5723, -4.0884, 4.6647], [1.0130, -3.9203, 5.4112], [0.3947, -5.6309, 2.9514], [0.6718, -6.2335, 4.5890], [1.9826, -5.4580, 3.6963], [3.8438, -0.4839, 2.5973], [1.5538, 3.3058, -1.9455], [-4.2035, 0.7545, -1.0481], [-1.4560, 3.9637, -4.1372], [0.2519, 3.7374, -3.7683], [-1.6737, 5.5741, -2.2586], [-0.4038, 6.1009, -3.3680], [0.0205, 5.3298, -1.8367], [-3.5561, 3.7954, -3.1236], [-4.4383, 2.7938, -1.9745], [-3.2682, 1.8330, -4.6324], [-4.9800, 2.1193, -4.2940], [-4.1199, 0.8053, -3.4790], [5.9268, 2.0378, 0.8832], [5.4459, 0.7552, 1.9932], [4.8556, 3.7416, 2.3122], [5.9845, 2.7889, 3.2826], [4.2406, 2.4978, 3.3894], [4.5025, 4.2015, -0.0102], [3.3007, 4.1724, -1.2949], [5.9354, 2.6240, -1.2753], [5.5417, 4.0246, -2.2653], [4.7139, 2.4853, -2.5301], [4.1432, -2.3080, 3.7968], [3.2219, -3.4024, 4.8278], [3.1570, -0.3506, 5.0258], [4.0579, -1.4138, 6.1125], [2.2917, -1.4671, 6.0831], [3.2870, -2.1930, -3.2743], [1.9200, -1.2245, -4.1613], [2.0890, -0.9130, -5.5024], [1.1135, -0.1834, -6.1608], [-0.0290, 0.2268, -5.4909], [-0.2093, -0.1257, -4.1679], [0.7634, -0.8541, -3.4919], [0.5421, -1.1133, -2.0268], [-0.6204, -1.3617, -1.6417], [1.5164, -1.0044, -1.2512], [2.9836, -1.2325, -6.0180], [1.2526, 0.0626, -7.2046], [-0.7738, 0.8156, -6.0024], [-1.1011, 0.1554, -3.6273]],
  "lowdin_spin": [2.419, 0.005, 0.008, 0.085, 0.090, 0.009, 0.006, 0.165, 0.019, 0.176, 0.056, 0.136, 0.057, 0.006, 0.004, 0.048, 0.144, 0.050, 0.161, 0.019, 0.168, 0.048, 0.133, 0.102, 0.138, 0.059, 0.046, 0.053, 0.005, 0.004, 0.004, 0.004, 0.082, 0.088, 0.008, 0.006, 0.008, 0.004, 0.104, 0.004, 0.004, 0.001, 0.000, 0.000, 0.002, 0.001, 0.000, 0.002, 0.000, 0.001, 0.000, 0.001, 0.001, 0.001, 0.000, 0.000, 0.000, 0.000, 0.000, 0.001, 0.000, 0.001, 0.000, 0.000, 0.001, 0.000, 0.001, 0.000, 0.000, 0.001, 0.001, 0.001, 0.000, 0.001, 0.000, 0.002, 0.000, 0.000, 0.000, 0.000, 0.001, 0.000, 0.001, 0.000, 0.000, 0.003, 0.001, 0.000, 0.001, 0.000, 0.003, 0.006, 0.015, 0.105, 0.108, 0.000, 0.000, 0.000, 0.000],
  "charge": 0,
  "spin_multiplicity": 6,
  "gap_ha": [0.1357, 0.1738]
}

Model two:
{
  "formula": "C43H48BrN4O2Ru",
  "method": "ωB97M-V with the def2-TZVPD basis set",
  "symbols": ["Ru", "C", "C", "C", "C", "C", "C", "C", "N", "C", "C", "C", "C", "C", "C", "C", "C", "C", "C", "N", "C", "C", "C", "N", "C", "C", "C", "C", "C", "C", "C", "C", "C", "C", "C", "C", "C", "C", "N", "C", "C", "H", "H", "H", "H", "H", "H", "H", "H", "H", "H", "H", "H", "H", "H", "H", "H", "H", "H", "H", "H", "H", "H", "H", "H", "H", "H", "H", "H", "H", "H", "H", "H", "H", "H", "H", "H", "H", "H", "H", "H", "H", "H", "H", "H", "Br", "C", "C", "C", "C", "C", "C", "C", "O", "O", "H", "H", "H", "H"],
  "positions_angstrom": [[-0.0836, -0.1093, 0.4572], [-4.1389, -4.7302, 1.3130], [-4.3367, -3.4327, 2.1057], [-3.6555, -2.2686, 1.4589], [-4.1834, -1.3562, 0.5900], [-5.5920, -1.2484, 0.1014], [-6.3805, -0.1480, 0.8212], [-3.1136, -0.4672, 0.2260], [-1.9667, -0.8347, 0.8757], [-2.2655, -1.9328, 1.6158], [-1.3445, -2.6254, 2.4403], [-0.0457, -2.2754, 2.6252], [0.8654, -2.9135, 3.5871], [0.5306, -4.0866, 4.4503], [0.8657, -5.4163, 3.7643], [2.0316, -2.2545, 3.5274], [1.8785, -1.1920, 2.5270], [2.8470, -0.2924, 2.2131], [2.7361, 0.7702, 1.2963], [1.6112, 1.0779, 0.5808], [1.9431, 2.0934, -0.2549], [1.0764, 2.6580, -1.2234], [-0.2279, 2.3250, -1.3923], [-0.9081, 1.3599, -0.6883], [-2.2157, 1.4004, -1.1188], [-3.2250, 0.5906, -0.6986], [-2.3578, 2.4328, -2.1543], [-1.1454, 2.9755, -2.3405], [-0.7616, 4.0618, -3.2910], [-0.7781, 5.4431, -2.6235], [-3.6212, 2.7436, -2.8888], [-3.8692, 1.7620, -4.0414], [3.3114, 2.4875, -0.0340], [3.8047, 1.6601, 0.9342], [5.1472, 1.7152, 1.5932], [5.1377, 2.6430, 2.8154], [4.0314, 3.5855, -0.7538], [4.9676, 3.0646, -1.8496], [0.6153, -1.2583, 1.9758], [3.2463, -2.4683, 4.3712], [3.3121, -1.4719, 5.5365], [-4.6376, -5.5691, 1.8009], [-3.0779, -4.9668, 1.2183], [-4.5455, -4.6264, 0.3060], [-3.9549, -3.5635, 3.1210], [-5.4033, -3.2196, 2.2006], [-6.0969, -2.2060, 0.2397], [-5.5910, -1.0534, -0.9744], [-6.4339, -0.3545, 1.8912], [-7.3985, -0.0803, 0.4349], [-5.8987, 0.8227, 0.6947], [-1.7114, -3.4779, 2.9943], [-0.5308, -4.0676, 4.7055], [1.0777, -4.0083, 5.3915], [0.3071, -5.5220, 2.8332], [0.6193, -6.2593, 4.4108], [1.9281, -5.4670, 3.5224], [3.7985, -0.4172, 2.7117], [1.4743, 3.4258, -1.8715], [-4.1967, 0.7586, -1.1434], [-1.4491, 4.0545, -4.1385], [0.2330, 3.8577, -3.6943], [-1.7802, 5.6803, -2.2632], [-0.4717, 6.2200, -3.3250], [-0.1024, 5.4662, -1.7674], [-3.5702, 3.7607, -3.2801], [-4.4650, 2.7174, -2.1951], [-3.0559, 1.8148, -4.7676], [-4.8030, 1.9926, -4.5552], [-3.9209, 0.7356, -3.6756], [5.8934, 2.0623, 0.8767], [5.4565, 0.7154, 1.9028], [4.9170, 3.6691, 2.5176], [6.1021, 2.6340, 3.3253], [4.3685, 2.3325, 3.5248], [4.6013, 4.1776, -0.0324], [3.3068, 4.2666, -1.2024], [5.7597, 2.4434, -1.4307], [5.4346, 3.8932, -2.3844], [4.4171, 2.4552, -2.5682], [4.1450, -2.3745, 3.7570], [3.2401, -3.4868, 4.7611], [3.3060, -0.4455, 5.1680], [4.2167, -1.6203, 6.1271], [2.4493, -1.5964, 6.1924], [3.3697, -2.1513, -3.3371], [1.9274, -1.2356, -4.1546], [2.0612, -0.9215, -5.5000], [1.0433, -0.2501, -6.1590], [-0.1167, 0.0917, -5.4792], [-0.2491, -0.2472, -4.1430], [0.7715, -0.9034, -3.4570], [0.5517, -1.1214, -1.9805], [-0.6215, -1.3466, -1.5937], [1.5097, -0.9475, -1.1887], [2.9637, -1.2035, -6.0242], [1.1586, -0.0041, -7.2070], [-0.9155, 0.6138, -5.9916], [-1.1530, -0.0144, -3.5943]],
  "lowdin_spin": [2.419, 0.006, 0.009, 0.098, 0.088, 0.008, 0.005, 0.190, 0.029, 0.184, 0.069, 0.113, 0.044, 0.004, 0.003, 0.030, 0.130, 0.043, 0.188, 0.030, 0.182, 0.066, 0.112, 0.107, 0.128, 0.047, 0.028, 0.043, 0.004, 0.003, 0.002, 0.002, 0.098, 0.086, 0.007, 0.005, 0.010, 0.005, 0.108, 0.002, 0.002, 0.001, 0.000, 0.000, 0.002, 0.001, 0.000, 0.002, 0.000, 0.001, 0.000, 0.002, 0.001, 0.001, 0.000, 0.000, 0.000, -0.001, 0.001, 0.000, 0.000, 0.001, 0.000, 0.000, 0.001, 0.000, 0.000, 0.000, 0.000, 0.001, 0.000, 0.001, 0.000, 0.001, 0.000, 0.002, 0.000, 0.000, 0.000, 0.000, 0.001, 0.000, 0.001, 0.000, 0.000, 0.002, 0.001, 0.000, 0.001, 0.000, 0.002, 0.006, 0.016, 0.104, 0.108, 0.000, 0.000, 0.000, 0.000],
  "charge": 0,
  "spin_multiplicity": 6,
  "gap_ha": [0.1743, 0.1828]
}

Energies, relative to the best one, in kJ/mol: model one 68.5; model two 0.0.

Model one:
{
  "formula": "C2H4IPS",
  "method": "ωB97M-V with the def2-TZVPD basis set",
  "symbols": ["C", "C", "P", "S", "I", "H", "H", "H", "H"],
  "positions_angstrom": [[-0.4393, 0.1711, -0.7997], [-1.7444, 0.6337, -0.4615], [2.3360, -1.5136, 0.2516], [0.2836, -0.7016, 0.4366], [3.7496, 0.4755, -0.0389], [-1.7104, 1.6602, -0.8668], [-2.1309, 0.5603, 0.6571], [-2.4903, -0.1043, -0.8735], [2.1461, -1.1814, 1.6950]],
  "nbo_charge": [-0.206, -0.773, 0.276, 0.071, -0.097, 0.259, 0.185, 0.280, 0.005],
  "charge": 0,
  "smiles": "CC#S#[PH]I",
  "gap_ha": 0.2756
}

Model two:
{
  "formula": "C2H4IPS",
  "method": "ωB97M-V with the def2-TZVPD basis set",
  "symbols": ["C", "C", "P", "S", "I", "H", "H", "H", "H"],
  "positions_angstrom": [[-0.1707, -1.2149, -1.7629], [0.2261, 0.4074, 0.7030], [-0.9026, -0.6942, -0.4487], [2.0555, 0.4464, 0.1427], [-2.9256, 0.7174, 2.5111], [-0.3735, -2.0400, -2.3622], [-0.0888, 1.4517, 0.6429], [0.4147, -0.1316, 1.6741], [1.7649, 1.0579, -1.1000]],
  "nbo_charge": [-0.545, -0.744, 0.932, -0.033, -0.520, 0.211, 0.277, 0.285, 0.137],
  "charge": 0,
  "gap_ha": [0.1590, 0.1586]
}

Energies, relative to the best one, in kJ/mol: model one 0.0; model two 237.2.